(1)
Formula: C17H37N4O
Source: the OMol25 dataset
Level of theory: ωB97M-V with the def2-TZVPD basis set

Each line ends with the Mulliken charge.
Positions of all 59 atoms, in Å:
C 2.27 -2.77 -2.47  -1.1405
C 1.49 -4.03 -2.91  -0.2314
C 0.33 -3.78 -3.86  -0.6731
O -0.94 -3.72 -3.21  -0.4366
C -1.21 -2.51 -2.57  -0.5806
C -2.56 -2.66 -1.88  0.1243
N -3.03 -1.33 -1.40  -0.3077
C -2.47 -1.14 -0.18  0.2314
N -2.35 0.01 0.43  -0.1467
C -2.69 1.34 -0.10  -0.2822
C -1.76 2.41 0.47  -1.2422
N -2.09 -2.32 0.39  -0.4289
C -2.56 -3.38 -0.53  -0.2578
C -1.84 -4.70 -0.35  -0.3046
C -2.67 -5.92 -0.68  -0.0980
N -3.63 -6.02 -1.48  -0.6811
H 2.52 -2.79 -1.41  0.2952
H 3.21 -2.68 -3.01  0.3386
H 1.71 -1.86 -2.67  0.3275
H 2.18 -4.73 -3.38  0.4569
H 1.10 -4.56 -2.04  0.0928
H 0.23 -4.58 -4.59  0.3609
H 0.49 -2.84 -4.42  0.4001
H -0.42 -2.24 -1.85  0.2273
H -1.28 -1.68 -3.30  0.5194
H -3.25 -3.10 -2.60  0.3881
H -3.00 -0.55 -2.04  0.3815
H -2.04 -0.03 1.39  0.2742
H -2.62 1.30 -1.19  0.2755
H -3.73 1.54 0.15  0.2859
H -2.19 2.89 1.34  0.4049
H -0.79 1.98 0.74  0.2796
H -1.57 3.18 -0.27  0.4074
H -1.11 -2.35 0.67  0.3522
H -3.62 -3.50 -0.27  0.3871
H -0.94 -4.73 -0.98  -0.1047
H -1.51 -4.79 0.69  0.3691
H -2.37 -6.83 -0.15  0.4300
H -3.87 -5.14 -1.95  0.3066
C 4.83 4.68 2.64  -1.1891
C 3.62 4.82 3.55  -0.3821
C 2.64 3.65 3.45  -0.8588
C 2.04 3.43 2.06  -0.3971
C 1.30 4.64 1.49  -0.3942
C 0.11 5.09 2.33  -1.1773
H 4.55 4.65 1.58  0.2769
H 5.52 5.51 2.77  0.3827
H 5.38 3.76 2.86  0.2937
H 3.10 5.75 3.32  0.2220
H 3.95 4.90 4.58  0.3833
H 1.84 3.79 4.18  0.3277
H 3.16 2.73 3.74  0.3907
H 1.34 2.59 2.11  0.1528
H 2.83 3.14 1.36  0.3806
H 0.96 4.40 0.48  0.3137
H 2.00 5.48 1.37  0.3445
H -0.60 4.26 2.46  0.1990
H -0.42 5.92 1.87  0.3798
H 0.42 5.41 3.33  0.3505

Values from the calculation:
total charge	+1
LUMO energy	-2.80	eV
gap between HOMO and LUMO	9.91	eV
energy relative to the best compared isomer or geometry (same formula, charge and spin)	0.000	eV
HOMO	-12.71	eV
DFT total energy	-26230.931	eV

(2)
Formula: C48H33GaI2N8O4S2
Source: the OMol25 dataset
Level of theory: ωB97M-V with the def2-TZVPD basis set

Each line ends with the Mulliken charge.
Positions of all 98 atoms, in Å:
Ga 0.04 -1.09 1.01  2.3450
I -2.52 -5.18 2.74  -0.0293
C -0.55 -4.61 3.07  -0.0672
C 0.28 -5.41 3.86  -0.2134
C 1.58 -5.06 4.10  -0.0893
I 2.77 -6.33 5.25  0.0427
C 2.11 -3.86 3.54  1.3365
C 3.44 -3.39 3.71  -0.8650
C 3.84 -2.25 3.09  -1.2422
C 2.93 -1.55 2.28  -0.1335
N 1.69 -1.93 2.12  0.6152
C 1.26 -3.08 2.73  -0.1965
C -0.10 -3.45 2.47  -0.7473
O -0.82 -2.68 1.72  -0.3643
H -0.11 -6.32 4.29  0.3751
H 4.13 -3.97 4.31  0.2186
H 4.86 -1.89 3.17  0.4874
H 3.25 -0.66 1.75  0.4656
C -6.58 8.62 -6.15  -0.8399
O -5.19 8.55 -5.86  -0.4618
C -4.75 7.47 -5.17  0.9356
C -3.38 7.44 -4.91  -0.5673
C -2.83 6.39 -4.21  -0.5259
C -3.63 5.34 -3.76  0.2101
C -4.99 5.38 -4.02  -0.7961
C -5.56 6.44 -4.72  -0.6010
C -3.01 4.23 -3.02  0.2461
N -1.71 4.06 -2.88  -0.8417
C -1.59 2.93 -2.12  0.7053
C -2.82 2.41 -1.80  0.0656
N -3.73 3.26 -2.39  -0.1016
C -2.99 1.21 -1.05  0.8750
C -4.22 0.59 -0.76  -1.0704
C -4.23 -0.59 -0.06  -1.0843
C -3.02 -1.15 0.35  -0.4594
N -1.87 -0.57 0.10  0.0890
C -1.82 0.59 -0.59  -0.1625
C -0.50 1.15 -0.88  -0.3289
N 0.58 0.50 -0.39  0.4492
C 1.79 0.93 -0.74  -0.0491
C 1.99 2.04 -1.56  -1.5116
C 0.90 2.73 -2.02  -0.7145
C -0.38 2.29 -1.68  0.7387
H -6.73 9.54 -6.70  0.2422
H -7.18 8.65 -5.23  0.3379
H -6.90 7.77 -6.76  0.3399
H -2.76 8.26 -5.26  0.4320
H -1.77 6.36 -4.00  0.4706
H -5.64 4.58 -3.70  0.2201
H -6.62 6.43 -4.91  0.3948
H -4.73 3.21 -2.33  0.1921
H -5.14 1.04 -1.09  0.4148
H -5.16 -1.09 0.17  0.4699
H -2.97 -2.08 0.91  0.4425
H 2.62 0.36 -0.35  0.4504
H 2.99 2.34 -1.81  0.5677
H 1.00 3.61 -2.64  0.5842
N 5.21 -7.87 0.46  -0.5385
C 4.97 -6.54 0.12  0.9401
C 5.53 -6.00 -1.04  -0.9377
C 5.25 -4.69 -1.40  -0.6452
C 4.43 -3.91 -0.60  -0.7540
C 3.86 -4.45 0.55  -0.0646
C 4.12 -5.76 0.91  -0.5300
S 4.15 -2.22 -0.98  1.4241
O 4.93 -1.40 -0.08  -0.7712
O 4.38 -2.08 -2.40  -0.7553
N 2.64 -1.94 -0.57  -0.1608
C 1.62 -2.52 -1.17  0.3981
S 1.64 -3.56 -2.57  -0.0900
C -0.08 -3.66 -2.52  -0.5058
C -0.56 -2.91 -1.51  -1.1517
N 0.38 -2.27 -0.75  0.5073
H 6.03 -8.29 0.07  0.2176
H 5.05 -8.12 1.42  0.2326
H 6.17 -6.61 -1.66  0.2932
H 5.67 -4.26 -2.30  0.5208
H 3.19 -3.85 1.15  0.6469
H 3.66 -6.18 1.79  0.2894
H -0.64 -4.26 -3.23  0.4568
H -1.61 -2.81 -1.26  0.3676
C 2.05 3.19 4.33  -0.7254
C 2.43 2.58 3.12  -1.1604
C 1.64 1.61 2.56  -0.0762
C 0.42 1.19 3.15  0.6128
C -0.40 0.16 2.57  0.0149
C -1.56 -0.14 3.24  -0.2706
C -1.95 0.50 4.44  -1.2049
C -1.16 1.46 5.00  -0.9932
C 0.05 1.83 4.36  0.9219
C 0.88 2.82 4.93  -0.7643
H 2.68 3.96 4.77  0.3906
H 3.36 2.87 2.63  0.4696
H 1.95 1.16 1.63  0.1942
H -2.20 -0.94 2.88  0.3108
H -2.87 0.20 4.93  0.4321
H -1.44 1.95 5.92  0.3715
H 0.58 3.29 5.86  0.3906

Values from the calculation:
LUMO energy	-0.71	eV
gap between HOMO and LUMO	6.82	eV
HOMO	-7.53	eV
DFT total energy	-160675.098	eV

(3)
Formula: C3H2N4O
Source: the OMol25 dataset
Level of theory: ωB97M-V with the def2-TZVPD basis set

Each line ends with the Mulliken charge.
Positions of all 10 atoms, in Å:
C -0.41 0.60 -1.48  -0.2704
N -0.30 1.71 -0.75  -0.0097
O 0.33 1.60 0.48  -0.2201
C 0.13 0.15 0.54  0.6313
N 0.36 -0.60 1.46  -0.3686
N 0.25 -1.86 0.94  -0.3640
N -0.17 -1.82 -0.30  -0.2330
C -0.11 -0.44 -0.65  0.2480
H -1.30 0.72 -2.31  0.2822
H 0.10 2.56 -1.33  0.3043

Values from the calculation:
SMILES	c1[nH]oc2nnnc1-2
LUMO energy	-1.07	eV
gap between HOMO and LUMO	9.00	eV
energy relative to the best compared isomer or geometry (same formula, charge and spin)	4.149	eV
HOMO	-10.07	eV
DFT total energy	-11145.124	eV

(4)
Formula: C6H13S
Source: the OMol25 dataset
Level of theory: ωB97M-V with the def2-TZVPD basis set

Each line ends with the Mulliken charge.
Positions of all 20 atoms, in Å:
C -0.65 -0.52 1.87  -0.0936
C -0.96 -1.68 1.26  -0.3325
C -0.18 -2.30 0.12  -0.8676
C -1.72 0.35 2.41  -1.0310
H 0.39 -0.21 1.86  0.4547
H -1.74 -2.30 1.71  0.2811
H 0.39 -3.16 0.48  0.2564
H -0.84 -2.67 -0.67  0.2883
H 0.42 -1.51 -0.34  0.1048
H -2.67 -0.18 2.45  0.3189
H -1.85 1.27 1.83  0.2146
H -1.52 0.76 3.42  0.2787
C 1.12 1.20 -2.75  -0.9716
C 1.76 1.81 -1.50  -0.5170
S 0.75 1.66 -0.01  -0.6315
H 0.11 1.65 -2.88  0.2470
H 0.91 0.14 -2.58  0.2022
H 1.62 1.50 -3.68  0.3433
H 1.92 2.89 -1.63  0.2456
H 2.74 1.31 -1.39  0.2092

Values from the calculation:
total charge	-1
LUMO energy	4.04	eV
gap between HOMO and LUMO	6.33	eV
energy relative to the best compared isomer or geometry (same formula, charge and spin)	1.002	eV
HOMO	-2.28	eV
DFT total energy	-17267.384	eV

(5)
Formula: C4H2IO2
Source: the OMol25 dataset
Level of theory: ωB97M-V with the def2-TZVPD basis set

Each line ends with the Löwdin spin population.
Positions of all 9 atoms, in Å:
C -0.96 0.23 -0.90  0.3723
C -0.11 0.41 -0.06  0.1403
C 2.90 -0.71 -0.26  0.0293
C 0.77 0.33 0.96  0.7359
O 3.22 -1.57 0.46  0.0368
O 2.92 -0.16 -1.30  0.0198
I 1.58 2.36 1.59  0.5983
H -1.25 0.01 -1.87  0.0410
H 0.59 -0.04 1.91  0.0265

Values from the calculation:
total charge	-1
multiplicity	3
LUMO energy (spin up / spin down)	3.44 / 2.65	eV
gap between HOMO and LUMO (spin up / spin down)	4.31 / 7.11	eV
energy relative to the best compared isomer or geometry (same formula, charge and spin)	0.000	eV
HOMO (spin up / spin down)	-0.87 / -4.46	eV
DFT total energy	-16372.742	eV